Entry 1:
This record from the Open Molecules 2025 dataset describes a molecular structure, C25H31N6S4SeTl. The level of theory is wB97M-V/def2-TZVPD.

CARTESIAN COORDINATES (ANGSTROEM)
Tl (0.23714, -0.15523, 0.44777)
C (0.72928, 3.18403, 2.39151)
C (-0.24118, 2.80969, 3.51092)
S (-0.63213, 1.04768, 3.61604)
C (0.65683, 0.40346, 4.71654)
C (2.09153, 0.43375, 4.20224)
S (2.35486, -0.64641, 2.76496)
C (3.91676, -0.00695, 2.14003)
C (4.05153, -0.18955, 0.63110)
S (2.75165, 0.50556, -0.43814)
C (2.88926, 2.26181, -0.02394)
C (1.58672, 3.02672, -0.24079)
S (0.19714, 2.50592, 0.80174)
H (1.73851, 2.84021, 2.60078)
H (0.75254, 4.27001, 2.27909)
H (-1.19209, 3.32547, 3.37624)
H (0.16549, 3.13370, 4.46970)
H (0.34465, -0.61938, 4.93276)
H (0.60362, 0.96258, 5.65107)
H (2.74880, 0.08115, 4.99914)
H (2.40387, 1.44029, 3.93738)
H (4.73487, -0.55171, 2.61280)
H (4.01508, 1.03789, 2.43344)
H (4.11837, -1.24467, 0.36843)
H (4.98195, 0.28037, 0.30889)
H (3.66366, 2.67287, -0.67181)
H (3.22572, 2.35647, 1.00561)
H (1.24421, 2.95686, -1.27410)
H (1.75329, 4.08230, -0.02401)
C (-2.35469, -1.39035, -1.23727)
N (-2.28617, -0.34257, -0.20771)
C (-2.78058, 0.95736, -0.65299)
C (-1.77228, 1.46082, -1.64466)
N (-0.53568, 1.01838, -1.67495)
C (0.05696, 1.64586, -2.78069)
C (1.31313, 1.47029, -3.36588)
C (1.60730, 2.22659, -4.48151)
C (0.67693, 3.12838, -5.02784)
C (-0.58472, 3.27412, -4.49050)
C (-0.87098, 2.50205, -3.36970)
N (-2.03268, 2.35032, -2.62111)
C (-1.15367, -2.29567, -1.25775)
N (0.09183, -1.90018, -1.08352)
C (0.90023, -3.00195, -1.37440)
C (2.28456, -3.13830, -1.39091)
C (2.79600, -4.37837, -1.70201)
C (1.95484, -5.46498, -1.99708)
C (0.58302, -5.33555, -2.00993)
C (0.08154, -4.07736, -1.70024)
N (-1.21841, -3.58907, -1.60932)
H (-2.36433, -0.89289, -2.20937)
H (-3.27356, -1.97614, -1.16886)
H (-2.74506, -0.65516, 0.63952)
H (-2.83436, 1.62384, 0.21151)
H (-3.77653, 0.92363, -1.10677)
H (2.01758, 0.74237, -2.98673)
H (2.56690, 2.10690, -4.96501)
H (0.95028, 3.70406, -5.90097)
H (-1.31627, 3.93582, -4.93368)
H (-2.92006, 2.79453, -2.79554)
H (2.93281, -2.29555, -1.19360)
H (3.86693, -4.52448, -1.72731)
H (2.39697, -6.42353, -2.22934)
H (-0.06200, -6.16857, -2.25193)
H (-2.06337, -4.10932, -1.78486)
Se (-0.86225, -1.87973, 2.25410)
C (0.30918, -3.25603, 1.95559)
N (1.06519, -4.10656, 1.77497)

Atomic forces in eV per Å
Tl -0.116 -0.743 0.419
C -0.003 -0.064 0.288
C 0.107 -0.094 0.058
S -0.075 0.158 0.064
C 0.071 0.031 -0.143
C 0.060 -0.140 0.105
S -0.275 0.006 -0.094
C 0.013 -0.022 0.083
C 0.086 0.068 0.142
S 0.225 -0.203 0.090
C -0.133 0.046 0.000
C -0.004 0.042 -0.051
S -0.082 0.425 -0.114
H 0.027 -0.047 0.032
H 0.005 -0.012 -0.092
H 0.001 -0.007 -0.024
H 0.000 0.091 -0.027
H 0.005 0.028 -0.005
H 0.005 -0.011 0.013
H -0.019 0.037 0.012
H -0.003 0.111 0.043
H 0.068 0.053 -0.065
H 0.021 0.043 -0.035
H -0.101 -0.017 -0.014
H -0.002 -0.039 -0.093
H -0.043 0.082 -0.009
H 0.018 -0.036 0.030
H 0.077 0.019 0.168
H 0.001 0.011 0.000
C 0.032 0.025 -0.014
N -0.062 -0.096 0.070
C 0.217 -0.042 -0.040
C -0.058 0.073 0.090
N 0.085 0.265 -0.285
C -0.067 -0.291 -0.127
C 0.013 -0.012 -0.018
C -0.052 0.037 -0.017
C 0.032 -0.011 0.033
C 0.002 -0.040 -0.027
C -0.093 0.104 0.013
N 0.007 0.005 -0.014
C 0.000 0.038 0.036
N -0.047 -0.025 -0.119
C 0.000 0.085 0.109
C -0.005 0.026 0.026
C -0.020 -0.036 -0.010
C 0.036 0.008 -0.005
C 0.015 0.016 -0.016
C -0.115 -0.077 0.030
N 0.025 -0.023 -0.092
H -0.071 -0.058 -0.050
H 0.025 -0.031 0.078
H -0.080 0.070 -0.032
H -0.008 0.010 -0.020
H 0.007 -0.038 -0.020
H -0.031 0.050 -0.018
H 0.012 0.013 -0.005
H 0.000 -0.011 -0.014
H 0.005 0.016 0.007
H -0.005 -0.002 -0.006
H 0.028 -0.008 0.015
H 0.002 -0.005 0.001
H 0.007 0.000 -0.002
H -0.007 -0.009 0.008
H 0.006 0.006 -0.026
Se 0.213 0.183 -0.114
C -0.031 0.002 -0.148
N 0.047 -0.032 -0.059

## Properties
- net charge = +2

Entry 2:
This record from the Open Molecules 2025 dataset describes 6 unconnected molecules or ions with the total composition C9H15Cl15 in a non-equilibrium geometry. The level of theory is wB97M-V/def2-TZVPD.

CARTESIAN COORDINATES (ANGSTROEM)
Cl (3.94652, 3.05226, -4.21367)
C (2.46099, 3.59876, -3.38811)
C (1.40874, 2.50238, -3.31610)
Cl (1.37179, 1.67137, -1.77000)
H (2.11403, 4.48335, -3.91364)
H (2.75388, 3.89786, -2.38470)
H (1.56872, 1.72556, -4.05905)
H (0.41940, 2.91710, -3.50373)
Cl (-1.94453, -0.59763, -1.04681)
C (-1.80876, 0.03227, 0.60055)
C (-0.38014, 0.39567, 0.96722)
Cl (-0.28436, 0.42258, 2.75778)
H (-2.19292, -0.74088, 1.25852)
H (-2.49416, 0.87324, 0.66553)
H (-0.10813, 1.37805, 0.59622)
H (0.35192, -0.33897, 0.64729)
Cl (1.99304, -2.51322, 1.87719)
C (3.13197, -1.90445, 0.67556)
C (4.35922, -1.31662, 1.34981)
Cl (5.27278, -2.54425, 2.25624)
H (2.61142, -1.10552, 0.14284)
H (3.37929, -2.65459, -0.07245)
H (4.01293, -0.61211, 2.10543)
H (5.06901, -0.83561, 0.68509)
C (0.05779, 0.92830, 6.34165)
Cl (0.44922, -0.66714, 6.93424)
Cl (1.50708, 1.97680, 6.27332)
Cl (-1.18891, 1.67190, 7.36159)
H (-0.26998, 0.84906, 5.31531)
C (-2.51319, -0.40418, -4.82901)
Cl (-0.84288, 0.13471, -5.11121)
Cl (-2.70954, -2.11448, -5.26922)
Cl (-3.67380, 0.56332, -5.69472)
H (-2.67177, -0.35651, -3.76009)
C (-4.96017, -2.91055, 0.62553)
Cl (-4.36938, -3.72115, 2.07552)
Cl (-5.07548, -1.15460, 0.90796)
Cl (-6.50680, -3.53079, 0.08649)
H (-4.24485, -3.05130, -0.17438)

Atomic forces in eV per Å
Cl 0.037 -0.040 0.018
C 0.163 -0.082 0.295
C -0.220 0.260 -0.893
Cl 0.054 -0.243 0.635
H -0.131 -0.117 -0.139
H -0.011 0.033 -0.022
H 0.140 0.157 -0.110
H -0.008 0.015 0.195
Cl 0.159 -0.155 -0.515
C -0.169 -0.073 0.414
C -0.241 0.019 0.139
Cl 0.069 0.183 -0.043
H 0.125 -0.080 0.017
H 0.182 0.139 0.078
H 0.047 0.019 0.043
H -0.151 -0.133 -0.123
Cl -0.222 -0.294 0.063
C 0.418 0.691 -0.593
C -0.396 -0.039 0.599
Cl 0.185 -0.240 -0.013
H 0.107 0.057 0.030
H -0.025 -0.286 0.300
H 0.134 0.155 -0.143
H -0.217 -0.010 -0.292
C 0.358 0.537 0.143
Cl 0.112 -0.212 0.011
Cl -0.259 -0.238 0.100
Cl 0.129 -0.079 -0.339
H -0.342 0.005 0.115
C 0.365 -0.600 0.115
Cl -0.222 -0.033 -0.062
Cl 0.133 0.104 0.011
Cl -0.095 0.296 -0.001
H -0.179 0.256 -0.022
C 0.115 0.435 0.026
Cl -0.066 -0.017 -0.139
Cl -0.036 -0.170 0.008
Cl -0.110 -0.165 0.036
H 0.066 -0.056 0.057

## Properties
- structure (SMILES) = ClC(Cl)Cl.ClC(Cl)Cl.ClC(Cl)Cl.ClCCCl.ClCCCl.ClCCCl
- net charge = 0

Entry 3:
This record from the Open Molecules 2025 dataset describes a gas-phase ion, C26H33N4O6S2 (charge +1) in a non-equilibrium geometry. The level of theory is wB97M-V/def2-TZVPD.

CARTESIAN COORDINATES (ANGSTROEM)
C (6.99328, 1.65929, 1.19312)
C (6.78706, 0.27870, 0.59202)
N (5.58497, 0.24115, -0.27836)
C (4.99766, -1.11865, -0.36552)
H (4.43245, -1.20982, -1.29464)
H (5.80434, -1.85489, -0.38238)
C (4.05579, -1.39399, 0.80819)
N (2.74564, -0.77292, 0.64834)
C (2.55519, 0.56589, 0.75053)
O (3.49591, 1.35062, 0.83769)
C (1.11410, 0.94070, 0.68342)
C (0.35751, 1.02380, 1.84657)
C (-1.02393, 1.06867, 1.75771)
C (-1.62851, 1.03348, 0.51649)
C (-0.88158, 1.04348, -0.64554)
C (0.49861, 1.00122, -0.56530)
H (1.09304, 0.96905, -1.46655)
H (-1.38841, 1.04018, -1.59659)
S (-3.40204, 0.79593, 0.37917)
O (-3.60302, -0.42266, -0.35591)
O (-3.96962, 0.89201, 1.69145)
N (-3.80384, 2.07078, -0.61995)
C (-3.97638, 3.33092, 0.08271)
H (-3.23855, 3.36933, 0.88461)
C (-5.39454, 3.45477, 0.65075)
H (-5.56720, 4.45762, 1.04365)
O (-6.36046, 3.25601, -0.35713)
C (-6.23197, 1.98384, -0.94810)
H (-7.02498, 1.91167, -1.69380)
C (-4.85413, 1.82381, -1.59405)
H (-4.71522, 0.81167, -1.97215)
H (-4.73135, 2.54691, -2.40581)
H (-6.36370, 1.19774, -0.18802)
H (-5.52275, 2.71398, 1.45216)
H (-3.78428, 4.13701, -0.63189)
H (-1.64472, 1.08100, 2.63927)
H (0.84178, 0.99776, 2.80963)
C (1.61824, -1.58384, 0.45356)
N (0.72133, -1.76899, 1.34190)
C (-0.39628, -2.34624, 0.82722)
C (-1.57017, -2.59948, 1.52544)
C (-2.67631, -3.06421, 0.84043)
C (-2.61590, -3.27296, -0.56023)
C (-1.42728, -3.08859, -1.25226)
C (-0.33190, -2.62130, -0.55846)
S (1.22714, -2.16437, -1.17679)
H (-1.40426, -3.26960, -2.31385)
O (-3.71037, -3.63286, -1.26628)
C (-4.92408, -3.37811, -0.57942)
C (-4.83752, -3.94667, 0.83211)
H (-4.63633, -5.02556, 0.78369)
H (-5.75508, -3.76965, 1.39405)
O (-3.80182, -3.30387, 1.55111)
H (-5.08042, -2.29374, -0.52747)
H (-5.71258, -3.85550, -1.16069)
H (-1.63232, -2.41233, 2.58330)
H (4.49466, -1.03931, 1.74662)
H (3.88817, -2.46809, 0.89412)
C (5.84409, 0.82812, -1.61540)
C (4.56611, 1.31782, -2.27595)
H (4.81353, 1.80000, -3.21721)
H (4.06679, 2.04733, -1.64244)
H (3.87531, 0.50643, -2.49204)
H (6.34541, 0.07937, -2.23409)
H (6.51906, 1.67405, -1.48578)
H (4.82881, 0.83841, 0.20922)
H (7.65584, -0.02979, 0.00516)
H (6.64795, -0.44196, 1.39935)
H (7.23378, 2.40429, 0.44023)
H (7.81843, 1.62477, 1.89840)
H (6.10183, 1.98041, 1.72669)

Atomic forces in eV per Å
C -0.052 -0.094 -0.096
C 0.472 0.147 0.447
N -0.315 0.356 0.213
C -0.296 -0.544 0.111
H 0.122 0.049 0.030
H 0.026 0.133 -0.031
C 0.258 0.140 -0.062
N 0.321 -0.043 0.141
C -0.281 -0.120 -0.129
O 0.103 0.326 0.244
C -0.359 0.530 0.068
C 0.099 0.182 -0.230
C -0.125 0.063 0.126
C -0.419 -0.003 0.054
C 0.068 -0.029 -0.109
C 0.014 0.102 0.171
H 0.028 -0.040 -0.088
H 0.008 0.022 -0.187
S 0.515 0.165 -0.337
O -0.050 0.228 -0.287
O 0.108 0.221 0.117
N 0.353 -0.884 0.516
C -0.239 0.442 0.363
H 0.009 0.257 0.030
C 0.254 0.068 0.175
H 0.080 -0.074 0.040
O -0.073 0.142 -0.117
C 0.139 -0.142 -0.247
H 0.060 -0.101 0.045
C -0.571 -0.297 -0.166
H -0.126 0.091 -0.178
H 0.028 -0.061 0.059
H -0.067 0.037 -0.071
H -0.035 0.151 -0.068
H 0.046 -0.054 0.082
H -0.025 -0.002 0.159
H 0.020 -0.068 0.122
C -0.735 -0.840 -0.733
N 0.926 0.239 0.596
C -0.506 -0.441 -0.966
C -0.193 -0.065 -0.181
C 0.370 -0.109 -0.046
C 0.407 0.105 0.075
C -0.435 -0.179 0.091
C 0.177 0.138 0.347
S 0.066 0.118 0.617
H -0.062 -0.013 -0.154
O 0.215 -0.144 -0.173
C -0.350 0.097 0.507
C -0.280 -0.200 -0.490
H -0.052 0.130 0.036
H 0.052 -0.041 -0.096
O 0.105 0.232 0.142
H -0.072 -0.178 -0.046
H 0.034 0.045 0.103
H -0.045 0.018 0.199
H -0.002 -0.093 -0.027
H 0.069 0.111 0.011
C -0.020 0.317 -0.583
C 0.088 -0.030 0.108
H 0.022 0.008 -0.080
H -0.067 0.073 0.012
H -0.100 -0.073 -0.033
H 0.048 -0.001 0.158
H 0.031 -0.135 0.070
H 0.375 -0.369 -0.266
H -0.145 -0.099 -0.036
H -0.055 -0.045 -0.130
H 0.028 0.088 -0.060
H 0.067 -0.008 0.040
H -0.063 0.050 0.082

## Properties
- structure (SMILES) = CC[NH+](CC)CCN(C(=O)c1ccc(S(=O)(=O)N2CCOCC2)cc1)c1nc2cc3c(cc2s1)OCCO3
- net charge = +1

| no. | electronic energy (eV) | molar mass (g/mol) | LUMO (eV) |
| --- | --- | --- | --- |
| 1 | -148737.2824 | 827.18 | -6.93 |
| 2 | -197412.9513 | 655.01 | 0.29 |
| 3 | -67407.1877 | 561.71 | -2.14 |